No. 1
Below is a single C4H5NO molecule in a non-equilibrium geometry, with properties calculated with ωB97M-V/def2-TZVPD.

The geometry in XYZ format:
```
11
Properties=species:S:1:pos:R:3
C -0.61 1.13 0.97
C 0.07 0.25 -0.02
C 1.21 0.30 -0.87
H -0.05 2.05 1.17
H -1.60 1.40 0.58
H -0.83 0.58 1.88
H 1.94 1.10 -1.03
O -0.70 -2.07 -0.12
C -0.03 -1.04 -0.47
N 1.00 -0.91 -1.39
H -0.38 -2.80 -0.69
```

Summary:
E_LUMO (alpha / beta): -0.123 / 0.051 eV
energy relative to the best compared isomer or geometry (same formula, charge and spin): 93.3 kcal/mol
HOMO (alpha / beta): -6.84 / -7.07 eV
electronic energy: -285.2660 a.u.



No. 2
Below is a single C4H5NO molecule, with properties calculated with ωB97M-V/def2-TZVPD.

The geometry in XYZ format:
```
11
Properties=species:S:1:pos:R:3
O -2.10 1.20 -0.64
C -1.67 0.91 0.46
N -0.37 0.57 0.72
C 0.59 0.43 -0.37
C 1.10 -0.94 -0.49
C 1.51 -2.07 -0.56
H -2.29 0.89 1.37
H -0.12 0.25 1.64
H 0.05 0.72 -1.28
H 1.42 1.12 -0.22
H 1.88 -3.07 -0.63
```

Summary:
structure (SMILES): C#CCNC=O
E_LUMO: 0.860 eV
energy relative to the best compared isomer or geometry (same formula, charge and spin): 39.6 kcal/mol
HOMO: -10.01 eV
electronic energy: -285.3514 a.u.



No. 3
Below is 2 unconnected molecules or ions with the total composition C4H5NO in a non-equilibrium geometry, with properties calculated with ωB97M-V/def2-TZVPD.

The geometry in XYZ format:
```
11
Properties=species:S:1:pos:R:3
C 1.29 -0.05 0.44
C 0.17 0.97 0.61
C -1.04 0.72 -0.31
C -2.20 0.22 -0.73
H 1.18 -2.37 -0.07
H 0.06 -0.78 -1.16
H 0.36 2.04 0.33
H -0.14 0.68 1.74
H -2.81 -0.10 -1.60
N 0.84 -1.05 -0.52
O 2.28 -0.28 1.27
```

Summary:
E_LUMO: -0.099 eV
energy relative to the best compared isomer or geometry (same formula, charge and spin): 134.3 kcal/mol
HOMO: -9.76 eV
electronic energy: -285.2006 a.u.